Below is the ion C5H11FN3S with charge +1, with properties calculated with wB97M-V/def2-TZVPD.

Calculated values
**Spin multiplicity**: 1
**Calculated total energy**: -23375.4277 eV
**Energy above the lowest of the compared OMol25 structures with the same formula, charge and spin**: 2.1116 eV
**Total charge**: +1

Last column: Mulliken charge in e.
Positions of all 21 atoms, in Å:
C1 0.043257 0.594247 -0.448845  0.297
C2 -2.174234 1.600247 -0.476125  -0.429
C3 -2.375956 0.677001 0.788251  -0.556
C4 1.727217 -1.154801 -0.328924  -0.514
C5 3.053681 -1.061437 0.423793  -0.388
N1 -0.670622 1.683413 -0.763055  -0.205
N2 -1.857372 -0.649108 0.593466  -0.146
N3 1.204278 0.109537 -0.623702  -0.123
F1 4.073176 -0.549231 -0.356575  -0.281
S1 -2.440491 -1.731733 -0.452621  0.035
H1 -2.712820 1.195062 -1.375549  0.257
H2 -2.532342 2.560446 -0.193200  0.398
H3 -1.804159 1.239859 1.556442  0.293
H4 -3.425532 0.500373 1.189725  0.350
H5 1.969841 -1.690861 -1.252221  0.273
H6 0.933373 -1.652769 0.142142  0.381
H7 3.384055 -1.991951 0.719624  0.325
H8 3.017920 -0.347323 1.198686  0.306
H9 -0.293592 2.500768 -1.196231  0.231
H10 2.036470 0.606923 -1.034423  0.305
H11 -1.790011 -2.684257 0.167649  0.190

Cartesian forces, eV/Å:
C -3.0 0.5 0.2
C 0.0 -1.6 -0.1
C -0.3 0.6 -0.7
C 1.3 -1.7 -0.1
C -0.7 1.3 -0.7
N -0.3 -2.6 1.4
N 2.0 0.8 0.3
N 2.6 3.1 -1.8
F -0.1 0.2 -1.2
S -0.6 0.9 -0.2
H 0.6 0.6 0.8
H -0.2 0.9 -0.2
H -0.2 -1.0 0.0
H 0.9 0.9 -0.9
H -0.3 0.1 -0.1
H -0.6 -1.3 1.2
H 0.4 -2.1 1.0
H -0.5 0.4 1.5
H 0.2 0.5 -0.3
H -1.5 0.6 0.0
H 0.3 -1.1 0.1